The following is a DFT calculation (the ωB97M-V functional and the def2-TZVPD basis) of the molecule C13H19NO5S.

Computed properties:
- Total charge: 0
- Kohn-Sham gap: 0.3490 hartree
- Highest occupied orbital energy: -8.7790 eV
- LUMO energy: 0.72 eV
- Relative energy (zero: lowest compared OMol25 entry of this formula, charge and spin): 32.0 kcal per mole
- Spin multiplicity: 1
- SMILES: CCOCCCNS(=O)(=O)c1ccc2c(c1)OCCO2
- F_max: 1.0 eV/Å
- Calculated total energy: -36350.732 eV

Geometry as XYZ:
```
39
C13H19NO5S the ωB97M-V functional and the def2-TZVPD basis
S 0.3510 -2.5941 0.5602
O 2.3658 1.0213 0.5088
O 1.3216 -2.3426 1.5920
O -4.3634 -1.0255 -0.4964
O -0.2261 -3.9049 0.5126
O -3.8304 1.5698 0.5548
N 0.9645 -2.3498 -0.9791
C -0.6714 -0.1165 1.1886
C -3.1485 -0.6957 0.0379
C 2.8511 2.1268 -0.2249
C -1.6624 0.8462 1.1645
C 1.5737 -1.0984 -1.3634
C -2.1400 -1.6506 0.0444
C 3.1237 -0.1704 0.4396
C 3.0283 -0.8841 -0.9168
C -0.9207 -1.3484 0.6118
C 4.1206 2.7490 0.3545
C -2.8958 0.5734 0.5808
C -5.3938 -0.1294 -0.1386
C -4.9164 1.3113 -0.3098
H 2.6991 -0.8146 1.2121
H 3.5370 -1.8452 -0.8317
H 1.5111 -1.0399 -2.4555
H -4.6081 1.4687 -1.3522
H 0.9512 -0.3049 -0.9429
H -5.6853 -0.2925 0.9077
H 1.4593 -3.1709 -1.2921
H 4.3331 3.6825 -0.1594
H -2.3130 -2.6278 -0.3736
H 3.0135 1.8583 -1.2775
H 2.0357 2.8544 -0.1804
H -5.6977 2.0254 -0.0461
H 4.9757 2.0885 0.2336
H 3.5481 -0.2986 -1.6786
H 0.2902 0.0835 1.6311
H 3.9822 2.9508 1.4136
H 4.1775 0.0200 0.6781
H -6.2371 -0.3500 -0.7940
H -1.5038 1.8250 1.5868
```